(1)
Entry from OMol25: a structure of composition C18H45N3O6Tl (ωB97M-V/def2-TZVPD).

XYZ file:
```
73
Properties=species:S:1:pos:R:3:forces:R:3:lowdin_charge:R:1
Tl 5.7001 3.9890 -18.1831 0.8 2.4 -0.4 1.45
O 5.1237 6.8340 -18.3831 0.5 -0.1 0.3 -0.29
O 6.3414 4.6274 -20.8886 0.3 0.0 0.1 -0.26
O 8.5895 4.0920 -18.6461 -0.5 0.1 -1.0 -0.29
O 3.4831 2.4849 -18.7691 -1.5 -0.3 -1.7 -0.31
O 6.7004 6.8326 -13.7016 -0.3 -0.1 -0.5 -0.20
O 4.7546 2.3800 -16.9772 0.7 -1.2 2.4 -0.39
N 6.9955 6.2230 -16.5023 0.2 -0.1 0.5 0.00
N 7.4548 2.8577 -16.5103 -0.8 -0.3 0.5 -0.06
N 3.6856 4.9901 -19.9697 0.2 -1.0 -0.3 -0.01
C 7.9423 6.9876 -14.3300 -0.1 0.8 0.1 -0.22
C 9.2936 2.9811 -18.1129 0.3 0.6 1.1 -0.16
C 3.2424 1.0836 -18.5275 0.6 -1.1 -1.5 -0.04
C 8.9189 2.9614 -16.6199 1.1 -1.0 -0.9 -0.14
C 4.0769 7.6301 -17.8502 -0.9 1.2 -0.3 -0.06
C 7.1641 7.5195 -17.1587 -1.4 -0.1 0.3 -0.14
C 6.3088 7.5994 -18.4523 1.4 0.2 0.1 -0.17
C 2.3720 4.5272 -19.4912 0.4 -0.9 0.6 -0.14
C 2.3115 2.9966 -19.3979 -0.2 1.0 -0.8 -0.18
C 6.7057 7.3643 -12.3613 0.3 -0.3 -0.3 -0.04
C 7.6058 4.7729 -21.5392 1.2 0.1 0.1 -0.06
C 4.0382 4.3807 -21.2843 -0.1 1.0 0.2 -0.14
C 5.3199 4.9860 -21.8229 -0.3 -0.8 0.4 -0.17
C 5.5337 1.2733 -16.4684 0.9 0.9 -0.6 -0.13
C 6.9507 1.5214 -16.9079 1.1 -0.4 0.2 -0.18
C 3.4803 2.3795 -16.3338 -1.4 1.4 1.3 -0.04
C 8.0655 6.0024 -15.5122 0.2 0.2 0.4 -0.15
C 9.4233 5.2347 -18.9194 0.3 -0.7 0.1 -0.05
H 8.8171 6.0361 -19.3311 -0.1 0.0 0.3 0.08
H 6.1538 6.2791 -15.9267 -0.2 -0.1 -0.3 0.12
H 4.1831 0.5927 -18.2783 -0.3 0.2 -0.5 0.09
H 1.4143 2.7464 -18.8300 0.0 -0.2 0.0 0.15
H 10.1642 4.9697 -19.6760 0.1 0.0 0.0 0.11
H 6.9495 7.2427 -19.2598 -0.4 -0.4 -0.2 0.12
H 4.1549 3.3029 -21.2082 -0.1 0.0 0.1 0.13
H 9.9551 5.4947 -18.0035 -0.1 0.4 0.0 0.10
H 7.6344 4.1804 -22.4529 -0.1 0.3 -0.2 0.12
H 9.4098 3.7800 -16.0961 -0.8 0.5 -0.2 0.12
H 8.2055 7.7740 -17.3444 0.0 -0.3 -0.2 0.14
H 2.8762 1.4867 -16.5187 1.0 0.6 1.0 0.09
H 2.8940 0.6150 -19.4475 -0.2 0.0 0.1 0.13
H 9.0615 2.0368 -18.6012 -0.3 0.2 -0.3 0.13
H 2.5822 0.8983 -17.6808 -0.5 -0.3 -1.5 0.09
H 3.5624 2.4961 -15.2525 0.3 0.3 -0.1 0.13
H 8.7655 6.9417 -13.6107 0.1 -0.7 -0.1 0.14
H 1.6198 4.8686 -20.2069 -0.2 0.0 0.2 0.15
H 3.2137 4.6450 -21.9546 0.0 -0.3 -0.2 0.16
H 5.4558 1.2607 -15.3800 -0.2 -0.3 -0.1 0.16
H 7.1193 8.3738 -12.3347 0.0 0.0 -0.1 0.10
H 9.4085 2.1061 -16.1380 -0.3 -0.4 -0.1 0.15
H 3.5558 5.9727 -20.2049 0.7 0.3 0.8 0.13
H 5.4978 4.5066 -22.7884 0.2 0.0 0.0 0.15
H 8.0365 8.0199 -14.6986 -0.1 0.0 -0.2 0.13
H 9.0267 6.1959 -15.9855 0.1 -0.2 -0.1 0.12
H 7.5926 0.7748 -16.4293 -0.1 -0.3 -0.3 0.16
H 3.7824 8.3144 -18.6544 -0.2 0.0 0.1 0.12
H 6.1510 8.6592 -18.6573 -0.5 0.0 -0.1 0.15
H 6.7947 8.2400 -16.4179 0.0 0.3 -0.3 0.14
H 7.2210 2.9050 -15.5188 -0.2 0.6 0.0 0.14
H 7.3394 6.6757 -11.7993 -0.2 0.3 0.5 0.10
H 4.3645 8.2768 -17.0163 0.3 -0.3 0.1 0.11
H 5.1730 0.3926 -17.0015 0.1 -0.3 0.9 0.14
H 5.6801 7.4044 -12.0081 0.1 -0.2 0.0 0.10
H 2.1971 2.6225 -20.4183 0.0 -0.5 0.2 0.14
H 8.0158 4.9833 -15.1319 0.0 0.1 0.0 0.10
H 10.3683 3.1201 -18.2302 0.0 0.0 0.1 0.15
H 3.1968 7.0659 -17.5456 0.3 -0.4 -0.1 0.10
H 7.0570 1.4309 -17.9888 0.0 -0.2 -0.1 0.13
H 8.4487 4.4381 -20.9377 -0.6 -0.4 0.3 0.07
H 5.3091 6.0669 -21.9856 -0.2 0.0 0.2 0.15
H 7.8412 5.8294 -21.6963 -0.4 0.0 -0.5 0.12
H 2.9185 3.1942 -16.7911 0.0 0.1 0.6 0.11
H 2.1752 4.9125 -18.4907 0.0 0.5 -0.2 0.12
```
Forces are in eV/Å.

Charge: +3
Lowest unoccupied orbital energy, eV: -13.387
2S+1: 1
HOMO-LUMO gap, hartree: 0.142

=====

(2)
Entry from OMol25: an isolated molecule of C7H10BN (ωB97M-V/def2-TZVPD).

XYZ file:
```
19
Properties=species:S:1:pos:R:3:forces:R:3:lowdin_charge:R:1
N 0.2528 0.2803 -0.4323 -0.5 1.1 -1.4 -0.06
C -2.0186 0.6721 -0.9875 -0.8 1.1 -1.5 0.01
C -0.6286 -1.8056 1.2573 -2.9 2.5 -1.6 -0.06
C 0.3523 -1.1107 2.0676 0.7 -0.1 -0.5 -0.21
C 1.4823 -0.5241 1.6118 -0.3 0.8 -0.9 -0.08
C 0.1556 1.3491 -1.4614 1.5 0.2 0.3 -0.17
C -1.2872 1.5918 -1.6767 -0.5 -1.2 0.4 -0.09
C 1.5387 -0.1411 0.1108 1.1 -1.5 -1.7 -0.16
B -1.0134 -0.2070 -0.2417 0.6 -2.3 3.2 -0.19
H 2.2815 -0.1763 2.2818 -0.6 0.1 -0.4 0.09
H 0.6308 1.1408 -2.4693 -0.2 -0.2 1.2 0.15
H 0.0577 -1.0645 3.0939 0.5 -0.1 0.9 0.09
H -0.3032 -2.5016 0.5319 0.7 -0.7 -0.7 0.03
H 0.6848 2.1934 -1.0187 0.0 0.4 -0.3 0.13
H -3.0950 0.6632 -1.1583 0.2 -0.3 0.5 0.08
H 2.3475 0.5501 -0.2998 -1.0 -0.4 1.4 0.13
H -1.5335 -2.2247 1.7878 1.1 0.8 -0.6 0.07
H 1.7330 -1.0113 -0.5857 0.3 0.1 1.2 0.13
H -1.6373 2.3261 -2.4113 0.0 -0.3 0.4 0.11
```
Forces are in eV/Å.

Relative energy (zero: lowest compared OMol25 entry of this formula, charge and spin), kJ/mol: 221.2
Lowest unoccupied orbital energy, eV: 0.716
2S+1: 1
HOMO-LUMO gap, hartree: 0.310

=====

(3)
Entry from OMol25: a structure of composition C25H57N7O10V (ωB97M-V/def2-TZVPD).

XYZ file:
```
100
Properties=species:S:1:pos:R:3:forces:R:3:lowdin_spin:R:1
V 21.0551 11.8405 19.5693 -2.8 1.4 -0.3 2.93
O 25.4692 16.8155 17.6889 0.3 0.6 0.6 0.00
O 14.1525 8.5614 15.9356 1.3 2.1 1.4 0.00
O 21.1400 9.5751 20.3312 0.1 -0.4 -0.5 0.81
O 19.5674 12.1638 21.0944 -0.4 0.3 -0.1 0.03
O 20.0831 17.4063 18.6599 -0.5 1.1 -0.8 0.00
O 19.2760 12.2747 18.2106 1.0 -2.2 1.0 0.00
O 15.4747 19.0142 16.0165 -0.6 -1.4 2.6 0.00
O 17.4076 14.9153 12.4436 -0.4 -1.3 0.0 0.00
O 20.7001 13.9501 18.5553 0.1 -2.5 0.5 0.00
O 21.2708 11.3436 12.7132 0.6 0.7 0.5 0.00
N 14.8367 17.2020 17.2636 1.3 -2.4 -1.1 0.00
N 18.8648 18.9359 19.8535 -0.2 -0.1 2.3 0.00
N 19.5979 15.3469 12.9004 -0.7 0.0 -0.3 0.00
N 15.0401 10.6426 16.2914 0.3 1.6 -0.3 0.00
N 17.3553 12.6849 21.5921 0.2 0.6 1.3 0.01
N 24.6268 14.8087 17.7698 -1.3 -2.5 0.8 0.00
N 20.2238 10.3070 14.4153 -0.4 -1.4 -1.2 0.00
C 20.4402 10.5443 13.0854 0.4 -0.1 -1.4 0.00
C 19.6954 13.4144 17.9614 0.6 3.1 -0.9 0.01
C 18.9509 12.7647 23.3601 0.2 0.5 -0.9 0.00
C 14.7796 19.4494 18.2725 0.1 0.6 0.2 0.00
C 14.8224 9.3671 16.6268 -1.8 -2.2 -1.4 0.00
C 20.0528 13.9836 12.6182 -0.6 0.7 1.0 0.00
C 19.7349 9.7399 12.0176 -0.9 -1.3 1.3 0.00
C 18.6610 12.5471 21.8782 -0.3 -1.4 0.7 0.01
C 18.6088 19.9671 18.9148 0.1 0.9 -1.9 0.00
C 20.9455 11.0255 15.3948 -0.5 1.4 0.3 0.00
C 18.2406 15.6860 12.8491 0.6 1.3 -0.4 0.00
C 20.2777 8.5920 19.8693 -2.2 1.2 -0.1 0.11
C 15.9272 11.5968 16.9671 -0.6 -0.2 0.3 0.00
C 17.8093 17.1355 13.1905 2.6 -1.0 0.4 0.00
C 23.2402 16.6906 18.6957 1.2 -1.5 -1.3 0.00
C 16.6033 12.4776 20.4274 0.1 -0.9 -2.5 0.00
C 18.9982 9.1637 19.2679 -0.9 0.1 -0.7 0.01
C 19.4816 17.7677 19.6676 1.9 -2.0 -1.7 0.00
C 15.4587 8.9307 17.8839 0.7 -0.9 0.9 0.00
C 15.4436 16.1852 16.2976 0.1 1.1 -0.3 0.00
C 19.4598 16.6746 20.7017 -0.3 1.4 2.0 0.00
C 25.8280 13.9890 17.6717 -0.7 -0.4 -0.9 0.00
C 24.5665 16.0835 18.0482 -0.1 3.9 0.1 0.00
C 15.0788 18.5337 17.1095 0.4 1.0 -2.2 0.00
C 18.9849 14.2773 16.9156 -0.3 -1.0 0.8 0.00
H 18.7797 13.8384 23.4378 0.4 0.2 0.7 0.00
H 26.2364 13.6727 18.6316 -0.1 0.2 0.1 0.00
H 26.6126 14.4381 17.0627 -0.3 0.3 0.2 0.00
H 20.3490 11.9286 15.5239 0.2 0.4 0.9 0.00
H 19.1358 10.2998 11.2994 0.2 0.3 0.3 0.00
H 19.0673 9.9696 18.5373 0.5 0.1 0.1 0.00
H 17.2929 12.4877 19.5833 -0.3 0.3 -0.3 0.00
H 15.3863 9.6026 18.7391 -0.3 0.2 -0.1 0.00
H 19.1054 9.0307 12.5550 -0.6 -0.1 -0.3 0.00
H 14.9776 19.0803 19.2788 0.0 -0.4 -0.1 0.00
H 14.9505 16.1721 15.3256 -0.3 0.2 0.2 0.00
H 19.4264 17.1316 21.6907 -0.8 0.0 0.4 0.00
H 20.9711 10.4241 16.3035 0.3 0.2 0.1 0.00
H 16.7190 13.0334 22.2947 0.9 -0.1 0.8 0.00
H 15.7588 11.6264 18.0436 -0.5 0.1 0.0 0.00
H 18.8123 15.2543 17.3671 0.4 0.2 -0.5 0.00
H 14.4648 16.7638 18.0940 0.1 0.8 0.1 0.00
H 18.2771 12.2703 24.0599 -0.1 -0.1 -0.4 0.00
H 23.7338 14.4116 18.0248 0.4 -1.0 -0.1 0.00
H 20.4199 9.0838 11.4806 0.4 0.5 0.0 0.00
H 18.0288 13.8063 16.6874 -0.1 0.0 0.0 0.00
H 18.3004 9.4955 20.0367 0.3 0.3 0.3 0.00
H 18.5615 19.0442 20.8108 -0.2 0.3 -0.2 0.00
H 21.0533 14.0270 12.1878 -0.3 -0.3 -0.3 0.00
H 22.3937 16.0206 18.5453 -0.1 0.0 -0.2 0.00
H 19.4473 9.7536 14.7481 0.1 0.0 -0.5 0.00
H 20.1395 13.5368 13.6086 0.1 -0.7 -0.2 0.00
H 15.6984 12.5773 16.5496 0.3 0.0 0.1 0.00
H 13.7508 19.8086 18.2478 -0.1 -0.2 -0.1 0.00
H 15.3896 20.3432 18.1415 0.0 -0.1 -0.1 0.00
H 14.4222 11.0458 15.6017 0.2 -0.3 -0.2 0.00
H 16.9972 11.3956 16.9144 0.0 -0.2 -0.7 0.00
H 17.4875 17.6859 12.3064 -0.5 -0.3 0.3 0.00
H 17.7962 19.6784 18.2481 0.0 0.1 -0.1 0.00
H 19.9756 12.4674 23.5830 -0.1 0.3 0.0 0.00
H 16.5252 8.8177 17.6896 0.2 -0.1 0.0 0.00
H 18.5628 16.0894 20.4989 0.3 -0.4 0.3 0.00
H 15.5477 15.1471 16.6132 -0.9 0.1 0.9 0.00
H 19.2796 13.4691 12.0476 0.4 0.0 -0.2 0.00
H 19.5570 14.2636 15.9879 0.2 0.5 0.1 0.00
H 20.3791 15.8998 13.2232 -0.9 0.7 0.1 0.00
H 20.4065 16.1477 20.8204 -0.2 -0.3 -1.1 0.00
H 18.3963 8.4178 18.7488 0.4 -0.5 0.0 0.00
H 21.9042 11.4090 15.0455 0.1 -0.7 -0.1 0.00
H 25.4665 13.1233 17.1167 0.5 -0.3 0.1 0.00
H 17.1859 17.1528 14.0845 -0.4 0.1 -0.5 0.00
H 18.7794 17.5408 13.4784 -0.1 0.9 0.2 0.00
H 19.8541 7.9546 20.6454 1.0 -0.3 0.9 0.03
H 23.0893 17.5958 18.1075 -0.2 0.2 0.7 0.00
H 23.3300 16.7853 19.7778 0.3 0.5 -0.2 0.00
H 20.7318 7.8749 19.1855 0.9 0.1 -0.2 0.06
H 15.7748 13.1783 20.3242 0.4 0.4 0.0 0.00
H 16.1189 11.5027 20.3719 0.1 -0.3 0.4 0.00
H 19.4631 20.2059 18.2812 0.3 -0.6 -0.1 0.00
H 16.4900 16.3881 16.0700 0.0 0.8 0.2 0.00
H 18.3852 20.9682 19.2833 -0.3 -0.5 0.9 0.00
H 15.0606 7.9541 18.1594 0.0 0.1 -0.1 0.00
```
Forces are in eV/Å.

Charge: +1
Lowest unoccupied orbital energy (alpha / beta), eV: -4.399 / -7.000
2S+1: 5
HOMO-LUMO gap (alpha / beta), hartree: 0.236 / 0.141

=====

What are the max |F| values for these records? In order: 2.808 4.105 3.865 eV/A.